Density functional theory data (ωB97M-V with the def2-TZVPD basis set) for one molecule with the formula C6H11N in a non-equilibrium geometry.

Structure (XYZ):
```
18
C6H11N, DFT ωB97M-V with the def2-TZVPD basis set
C 2.3618 0.9401 -2.4332
N 1.4787 1.5658 -1.7496
C 0.5324 0.8353 -0.9415
C 0.0885 -0.5199 -0.9469
C -0.8895 -1.0578 0.0694
C -1.4628 -0.1604 1.1741
C -0.5667 -0.0371 2.4275
H 2.7524 -0.0044 -2.5755
H 2.7894 1.5767 -3.2955
H 0.1367 1.3944 -0.1080
H 0.4442 -1.2780 -1.6852
H -0.7046 -2.1040 0.3016
H -1.7790 -1.4393 -0.4788
H -2.5226 -0.3726 1.4624
H -1.7902 0.7220 0.7201
H -1.0816 0.5027 3.2096
H -0.1988 -1.0442 2.5745
H 0.4117 0.4809 2.2750
```

The value obtained for the energy above the lowest of the compared OMol25 structures with the same formula, charge and spin is 3.1990 eV. Its SMILES is C=N/C=C/CCC. The total energy is -7887.332 eV. The value obtained for the HOMO energy is -8.47 eV.

Density functional theory data (ωB97M-V with the def2-TZVPD basis set) for C28H30BBr2ClF4GeNO3PRuS2Se as an isolated structure.

Structure (XYZ):
```
76
C28H30BBr2ClF4GeNO3PRuS2Se, DFT ωB97M-V with the def2-TZVPD basis set
Ru 0.4605 -0.6726 1.0291
Br -2.8413 -0.1409 -2.8459
C -1.1308 -0.9490 -2.8125
C -0.6829 -1.6492 -3.9568
C 0.5350 -2.2521 -3.9619
Br 1.0887 -3.1957 -5.5041
C 1.3781 -2.1769 -2.8206
C 2.6519 -2.7796 -2.6946
C 3.3725 -2.6316 -1.5450
C 2.8330 -1.8907 -0.4839
N 1.6482 -1.3296 -0.5654
C 0.9067 -1.4630 -1.7154
C -0.3758 -0.8528 -1.6761
O -0.7656 -0.2137 -0.5721
H -1.3234 -1.7092 -4.8259
H 3.0388 -3.3705 -3.5137
H 4.3421 -3.0934 -1.4254
H 3.3659 -1.7611 0.4487
C -5.8224 4.1166 -0.8358
Ge -4.2793 3.4140 0.0834
C -3.7859 4.4121 1.6666
C -4.5333 1.5379 0.5164
C -2.7230 3.5759 -1.1458
Se -1.3215 2.4158 -0.5351
C -0.1406 2.4910 -2.0387
H -6.6962 4.0667 -0.1822
H -6.0270 3.5169 -1.7257
H -5.6727 5.1545 -1.1371
H -4.4809 4.2028 2.4817
H -3.7849 5.4863 1.4725
H -2.7811 4.1183 1.9897
H -5.2481 1.4490 1.3373
H -3.6023 1.0614 0.8338
H -4.9212 0.9868 -0.3429
H -2.3146 4.5904 -1.1086
H -2.9526 3.3185 -2.1806
H 0.1335 3.5356 -2.1700
H -0.6630 2.0982 -2.9091
H 0.7358 1.9017 -1.7869
F 1.3558 1.4858 0.5682
B 1.2843 2.8633 1.1015
F 2.5220 3.1878 1.6044
F 0.2528 2.9203 2.0421
F 0.9525 3.6694 -0.0239
S -0.3803 -2.0917 5.2836
P -0.3097 -0.3049 4.5212
S -1.1528 -0.1996 2.5882
C -1.2877 0.9356 5.4280
C -1.8257 2.0566 4.7929
C -2.5010 3.0227 5.5300
C -2.6333 2.8773 6.9040
C -2.0936 1.7649 7.5392
C -1.4230 0.7953 6.8056
C 1.3784 0.3327 4.4574
C 1.6846 1.6606 4.7536
C 3.0096 2.0731 4.7890
C 4.0289 1.1732 4.5179
C 3.7262 -0.1507 4.2246
C 2.4062 -0.5751 4.2049
H -1.7006 2.1825 3.7242
H -2.9173 3.8906 5.0313
H -3.1579 3.6304 7.4808
H -2.1972 1.6500 8.6116
H -1.0149 -0.0839 7.2898
H 0.8977 2.3790 4.9425
H 3.2420 3.1065 5.0162
H 5.0610 1.5039 4.5312
H 4.5217 -0.8615 4.0326
H 2.1645 -1.6148 4.0322
Cl 2.2337 -5.3207 1.1968
C 0.9864 -4.5517 2.2468
C 0.6266 -3.2151 1.6608
O -0.2170 -3.0855 0.7700
O 1.2847 -2.1970 2.1251
H 1.4127 -4.4333 3.2342
H 0.1199 -5.1995 2.2570
```

The value obtained for the energy above the lowest of the compared OMol25 structures with the same formula, charge and spin is 0.0000 eV. The total energy is -356720.213 eV. As for the spin multiplicity: 5. Its expectation value of S² is 6.021. The value obtained for the HOMO energy (spin up / spin down) is -8.01 / -8.06 eV.